Entry 1:
Molecular formula: C6H8S
Method: DFT, ωB97M-V/def2-TZVPD

The geometry in XYZ format:
```
15
Properties=species:S:1:pos:R:3
C -1.4255 1.1194 -0.1089
C -0.5076 -0.0501 0.0798
C -0.4156 -1.0522 -0.9640
C 0.7001 -0.0768 -0.6761
C 1.8807 -0.2275 0.2510
C 1.3507 -0.3726 1.5435
H -2.2148 0.7479 -1.2795
H -0.7308 2.1548 -0.1547
H -2.3925 1.4642 0.9420
H -1.2986 -0.9985 -1.8254
H -0.1197 -2.0971 -0.7037
H 0.8893 0.9163 -1.2548
H 2.8323 -0.5735 -0.1235
H 1.8032 -0.5834 2.4458
S -0.3513 -0.3710 1.8287
```

- charge = 0
- E (eV) = -17181.029
- orbital gap (eV) = 8.80
- LUMO energy (eV) = 0.80


Entry 2:
Molecular formula: C4H5NO
Method: DFT, ωB97M-V/def2-TZVPD

The geometry in XYZ format:
```
11
Properties=species:S:1:pos:R:3
O -1.2663 1.1795 -0.3589
C -0.6823 0.0210 0.1595
C 0.2867 -0.6997 -0.8834
C 0.3144 0.3644 1.3110
C 1.3021 -0.4295 0.9056
N 1.4198 -1.2376 -0.0253
H -0.5536 1.8116 -0.5387
H -1.5272 -0.6198 0.4340
H -0.1666 -1.5742 -1.3565
H 0.6214 0.0034 -1.6546
H 0.2515 1.1809 2.0074
```

- charge = 0
- E (eV) = -7762.192
- orbital gap (alpha / beta) (eV) = 7.64 / 7.48
- LUMO energy (alpha / beta) (eV) = -0.71 / -0.83


Entry 3:
Molecular formula: C7H14NOS
Method: DFT, ωB97M-V/def2-TZVPD

The geometry in XYZ format:
```
24
Properties=species:S:1:pos:R:3
C 1.1359 1.5678 -0.0815
C 0.1750 0.7233 0.8538
C -0.4853 -0.7300 -1.0584
C 1.0008 -0.3567 1.5992
C -0.4145 1.5358 1.9665
C 0.2642 -2.0408 -0.9291
C -1.4290 -0.7362 -2.2451
N -0.7987 0.0465 -0.0001
O -1.9478 0.7308 -0.0881
S 1.5051 0.6689 -1.6929
H 0.6170 2.4037 -0.4068
H 1.9018 1.8138 0.5862
H 0.3202 -0.8916 2.0989
H 1.7590 0.2654 2.2168
H 1.5524 -1.0522 0.7921
H -0.7941 0.9148 2.7643
H -1.1297 2.2916 1.5272
H 0.4173 2.1402 2.2536
H 1.4167 -1.8120 -0.6259
H 0.4249 -2.6503 -1.9027
H -0.1859 -2.6399 -0.1383
H -2.5006 -1.0080 -1.8594
H -1.2050 -1.4951 -3.0535
H -1.5995 0.3103 -2.5767
```

- charge = -1
- E (eV) = -21855.931
- orbital gap (alpha / beta) (eV) = 6.17 / 6.17
- LUMO energy (alpha / beta) (eV) = 3.72 / 3.72


Entry 4:
Molecular formula: C4H4F5N
Method: DFT, ωB97M-V/def2-TZVPD

The geometry in XYZ format:
```
14
Properties=species:S:1:pos:R:3
C -0.4284 -0.1199 0.4493
C -0.9437 -1.2349 -0.6569
C -1.5969 0.1325 -0.4479
C -2.9646 0.3125 0.1560
N 0.8722 0.4702 0.2630
F -1.5805 -2.3780 -0.2650
F -1.4692 0.9489 -1.5298
F -3.2273 1.5461 0.5594
F -4.0446 0.0732 -0.5816
F -2.9894 -0.5190 1.2258
H -0.3817 -0.3813 1.5248
H -0.4368 -1.4059 -1.5932
H 1.1678 0.6270 -0.7427
H 1.5260 -0.0751 0.8559
```

- charge = 0
- E (eV) = -19288.566
- orbital gap (eV) = 9.99
- LUMO energy (eV) = 0.74


Entry 5:
Molecular formula: C42H50F3N2O4PRhSSe
Method: DFT, ωB97M-V/def2-TZVPD

The geometry in XYZ format:
```
105
Properties=species:S:1:pos:R:3
Rh 0.5468 -0.5469 0.2577
O 1.5813 -3.0742 -0.4435
C 1.1956 -2.3734 0.4797
C 1.2610 -2.9899 1.8569
C 1.5029 -4.3401 2.0685
C 1.4742 -4.8255 3.3678
C 1.2066 -3.9783 4.4389
C 0.9806 -2.6270 4.2323
C 1.0270 -2.1391 2.9294
P 0.8657 -0.4162 2.4739
C -0.3110 0.2783 3.6290
C -1.5639 -0.3248 3.7268
C -2.4839 0.1391 4.6466
C -2.1552 1.2079 5.4731
C -0.9059 1.7988 5.3869
C 0.0237 1.3349 4.4668
C 2.4599 0.3682 2.7682
C 2.6200 1.6843 2.3233
C 3.7993 2.3623 2.5784
C 4.8262 1.7280 3.2687
C 4.6758 0.4180 3.6965
C 3.4916 -0.2650 3.4506
H 1.6866 -4.9881 1.2232
H 1.6446 -5.8777 3.5516
H 1.1712 -4.3768 5.4441
H 0.7777 -1.9680 5.0672
H -1.8108 -1.1723 3.0999
H -3.4546 -0.3319 4.7269
H -2.8754 1.5727 6.1931
H -0.6499 2.6261 6.0343
H 0.9958 1.8040 4.4000
H 1.8192 2.1788 1.7901
H 3.9124 3.3861 2.2473
H 5.7460 2.2592 3.4755
H 5.4752 -0.0753 4.2329
H 3.3759 -1.2831 3.8004
C -5.6612 -1.0507 -1.2625
C -5.6329 -0.8361 0.2493
C -4.2400 -0.8908 0.8771
C -3.3849 0.3544 0.6929
N -3.0990 0.6897 -0.6961
C -2.2581 0.0460 -1.5135
Se -1.2655 -1.5070 -1.0929
N -2.2280 0.6665 -2.7011
C -1.4441 0.2933 -3.8775
C -2.3259 -0.1885 -5.0240
C -3.0786 -1.4852 -4.7398
C -2.1694 -2.6998 -4.6008
C -3.0703 1.7714 -2.6453
C -3.3653 2.7561 -3.5812
C -4.2613 3.7312 -3.1916
C -4.8416 3.7289 -1.9165
C -4.5329 2.7622 -0.9815
C -3.6248 1.7854 -1.3714
H -6.6768 -1.2492 -1.6041
H -5.0472 -1.9110 -1.5409
H -5.3016 -0.1864 -1.8214
H -6.2391 -1.6144 0.7172
H -6.1170 0.1115 0.5070
H -3.7032 -1.7662 0.5015
H -4.3322 -1.0315 1.9586
H -2.4235 0.2793 1.1941
H -3.8798 1.2305 1.1113
H -0.7385 -0.4743 -3.5608
H -0.8634 1.1743 -4.1576
H -1.6825 -0.3233 -5.8979
H -3.0331 0.6012 -5.2840
H -3.7803 -1.6571 -5.5581
H -3.6963 -1.3628 -3.8432
H -1.5025 -2.7831 -5.4616
H -2.7498 -3.6200 -4.5448
H -1.5491 -2.6578 -3.7047
H -2.9150 2.7707 -4.5628
H -4.5200 4.5190 -3.8850
H -5.5400 4.5120 -1.6563
H -4.9737 2.7786 0.0045
C 6.7900 -1.2143 -0.4030
C 6.2029 0.0479 0.2141
C 4.9377 0.5268 -0.4850
S 3.6460 -0.7357 -0.4042
O 2.3735 0.1341 -0.3048
C 3.6501 -1.3944 -2.0956
C 2.7424 -0.6444 -3.0634
C 3.2992 0.6733 -3.5817
H 7.6860 -1.5271 0.1306
H 7.0685 -1.0520 -1.4462
H 6.0881 -2.0511 -0.3673
H 6.9293 0.8615 0.1488
H 5.9971 -0.1000 1.2757
H 5.1195 0.7954 -1.5242
H 4.4801 1.3791 0.0192
H 3.3333 -2.4285 -1.9918
H 4.6998 -1.3754 -2.3975
H 1.7836 -0.4657 -2.5713
H 2.5381 -1.3322 -3.8867
H 3.2953 1.4409 -2.8063
H 2.6907 1.0482 -4.4043
H 4.3200 0.5633 -3.9541
F 0.0845 4.6264 0.7893
C -0.1880 3.7738 -0.2028
F 0.8118 3.8512 -1.0905
F -1.3073 4.2010 -0.8176
C -0.3887 2.3294 0.3336
O -0.8651 2.2003 1.4540
O -0.0024 1.4280 -0.4647
```

- charge = +1
- E (eV) = -152164.621
- orbital gap (eV) = 6.89
- LUMO energy (eV) = -3.77